16
Properties=species:S:1:pos:R:3:forces:R:3 method="wB97M-V/def2-TZVPD" gap_ev="3.05 / 5.80" total_charge=-1 lumo_energy_ha="0.10818 / 0.10765" spin_multiplicity=2
N -0.7552 -0.6590 -1.3537 -0.346 0.232 0.444
C -0.2280 0.3027 -0.3864 0.967 1.188 -0.421
C -1.2629 0.7892 0.6022 -0.348 0.614 0.150
O -2.2178 1.6391 -0.0631 -0.376 -0.013 -0.396
C 1.0839 -0.1598 0.2755 -0.647 -1.047 -1.030
S 2.4328 -0.2680 -0.9321 -1.858 1.506 -1.720
S 4.0142 -1.2621 0.3104 1.986 -1.095 1.776
H -1.5580 -0.2208 -1.8053 0.159 -0.079 -0.008
H -1.1441 -1.4044 -0.7863 -0.054 -0.440 -0.175
H 0.0783 1.1992 -0.9442 -0.247 -0.084 -0.102
H -1.7946 -0.0410 1.0535 -0.003 -0.335 0.334
H -0.8261 1.4300 1.3744 0.254 -0.359 0.105
H -3.1231 1.3736 0.1320 0.334 -0.080 0.062
H 0.9075 -1.2149 0.5550 0.146 0.370 0.701
H 1.3402 0.4958 1.1019 0.037 -0.145 0.301
H 3.0530 -1.9999 0.8661 -0.004 -0.234 -0.020

=====

17
Properties=species:S:1:pos:R:3:forces:R:3 method="wB97M-V/def2-TZVPD" gap_ev="10.72 / 5.27" total_charge=+1 lumo_energy_ha="-0.15890 / -0.34486" spin_multiplicity=2
C 1.1305 -0.4668 1.3819 -2.101 -0.363 -0.282
C 1.6074 -0.5214 -0.0452 1.241 -0.320 0.686
N 0.6879 -0.5350 -1.1219 -1.128 1.044 1.548
C -0.7893 -0.4083 -0.9255 2.352 -0.922 -0.755
C -1.2021 1.0122 -1.2126 -2.838 1.017 0.750
O -2.3353 1.2215 -1.5469 0.568 -0.289 -0.443
O 2.7881 -0.5150 -0.3278 -0.323 0.344 -0.164
H 0.1014 -0.0755 1.4341 0.610 -0.054 -0.151
H 0.9687 -1.4909 1.7589 0.614 0.264 -0.024
H 1.7005 0.1698 2.0448 0.753 -0.298 -0.225
H 1.0886 0.0815 -1.8393 -0.156 -0.817 -0.698
H -1.1782 -1.1029 -1.6738 -0.442 0.245 -0.139
H -1.1242 -0.7257 0.0673 0.267 0.085 -0.168
H -0.6521 1.8788 -0.8398 1.057 -0.064 -0.163
H -1.6635 -0.4475 3.3161 -0.189 -0.191 0.232
H -1.2928 0.9836 2.9624 -0.125 0.259 0.168
O -1.4312 0.1164 2.5776 -0.160 0.061 -0.171

=====

Across the entries above, energy above the lowest of the compared OMol25 structures with the same formula, charge and spin takes the values 48.9; 176.9 kJ/mol, respectively.
Across the entries above, DFT total energy takes the values -1046.0407; -437.9062 hartree, respectively.